1.
# C4H3I

The molecule C4H3I (the ωB97M-V functional and the def2-TZVPD basis, the OMol25 dataset).

- E_HOMO: -8.84 eV
- Net charge: 0
- Energy relative to the best compared isomer or geometry (same formula, charge and spin): 1.874 eV
- Orbital gap: 0.325 Eh
- SMILES: C=C1C=C1I

```
8
C4H3I | the OMol25 dataset | the ωB97M-V functional and the def2-TZVPD basis
C -0.1102 -0.0147 -1.6040
C 0.0442 0.0388 -0.3065
C 0.5941 -0.7117 1.1118
C -0.1121 0.3996 1.0399
I -1.3943 1.5027 2.4154
H -0.6644 0.8209 -2.2149
H 0.3079 -0.7473 -2.1573
H 1.3350 -1.2883 1.7156
```

Population analysis type Löwdin, resulting atomic charges in e:
1. C -0.001
2. C -0.253
3. C 0.061
4. C -0.717
5. I 0.694
6. H 0.105
7. H 0.005
8. H 0.106

2.
# C30H26AgN3O2P

A structure of composition C30H26AgN3O2P (the ωB97M-V functional and the def2-TZVPD basis, the OMol25 dataset).

- E_HOMO: -5.05 eV
- Net charge: -1
- Energy relative to the best compared isomer or geometry (same formula, charge and spin): 0.492 eV
- Orbital gap: 0.278 Eh

```
63
C30H26AgN3O2P | the OMol25 dataset | the ωB97M-V functional and the def2-TZVPD basis
Ag 1.0919 -0.0648 1.0052
N -1.6991 1.5406 0.0720
C -2.7153 0.9272 0.7695
C -3.7096 1.7104 1.3642
C -4.6863 1.1430 2.1613
C -4.7022 -0.2283 2.3643
C -3.7288 -1.0149 1.7677
C -2.7294 -0.4773 0.9568
P -1.2322 -1.4711 0.5311
C -1.9386 -3.1746 0.5172
C -1.2323 -4.1997 1.1367
C -1.7270 -5.4981 1.1291
C -2.9305 -5.7812 0.5040
C -3.6365 -4.7631 -0.1258
C -3.1417 -3.4698 -0.1239
C -1.1293 -1.3089 -1.3063
C -2.1376 -0.7616 -2.0999
C -1.9775 -0.6593 -3.4747
C -0.8065 -1.0991 -4.0749
C 0.1938 -1.6636 -3.2951
C 0.0351 -1.7729 -1.9219
H -1.2511 1.0367 -0.6733
H -1.7709 2.5322 -0.0764
H -3.6909 2.7843 1.2108
H -5.4343 1.7712 2.6296
H -5.4572 -0.6835 2.9929
H -3.7375 -2.0828 1.9460
H -0.2804 -3.9717 1.5974
H -1.1666 -6.2906 1.6095
H -3.3173 -6.7933 0.4967
H -4.5748 -4.9809 -0.6224
H -3.6970 -2.6838 -0.6208
H -3.0518 -0.4042 -1.6380
H -2.7704 -0.2350 -4.0794
H -0.6752 -0.9990 -5.1454
H 1.1054 -2.0166 -3.7613
H 0.8043 -2.2501 -1.3237
N 3.8891 -0.3927 -0.2034
C 4.4908 -1.7225 -0.1497
C 3.8174 -2.5729 0.9244
C 2.4035 -2.9926 0.4659
O 2.3211 -3.9184 -0.3481
O 1.4157 -2.3370 0.9551
H 4.1817 0.1194 -1.0246
H 4.1452 0.1595 0.6059
H 5.5771 -1.6985 0.0241
H 4.3261 -2.1987 -1.1188
H 3.7478 -2.0139 1.8606
H 4.4067 -3.4779 1.0767
N 4.0468 9.4615 -0.3078
C 3.6814 8.3867 -0.1134
C 3.2242 7.0566 0.1142
C 3.4149 6.0724 -0.8619
C 2.9634 4.7884 -0.6507
C 2.3090 4.4329 0.5424
C 2.1123 5.4347 1.5074
C 2.5642 6.7200 1.2998
C 1.8791 3.0989 0.7588
C 1.5523 1.9365 0.9555
H 3.9210 6.3297 -1.7835
H 3.1054 4.0250 -1.4036
H 1.5972 5.1752 2.4222
H 2.4116 7.4818 2.0538
```

Population analysis type Löwdin, resulting atomic charges in e:
1. Ag 0.613
2. N 0.111
3. C -0.341
4. C -0.053
5. C -0.112
6. C -0.116
7. C -0.109
8. C -0.318
9. P 1.091
10. C -0.349
11. C -0.074
12. C -0.083
13. C -0.102
14. C -0.093
15. C -0.106
16. C -0.367
17. C -0.118
18. C -0.096
19. C -0.102
20. C -0.075
21. C -0.075
22. H 0.049
23. H 0.095
24. H 0.103
25. H 0.094
26. H 0.091
27. H 0.094
28. H 0.091
29. H 0.100
30. H 0.094
31. H 0.096
32. H 0.104
33. H 0.100
34. H 0.096
35. H 0.094
36. H 0.103
37. H 0.077
38. N -0.017
39. C -0.297
40. C -0.134
41. C -0.699
42. O -0.020
43. O -0.259
44. H 0.060
45. H 0.053
46. H 0.095
47. H 0.109
48. H 0.100
49. H 0.104
50. N 0.130
51. C -0.209
52. C -0.257
53. C -0.040
54. C -0.034
55. C -0.270
56. C -0.034
57. C -0.041
58. C -0.215
59. C -0.182
60. H 0.113
61. H 0.113
62. H 0.113
63. H 0.112

3.
# C19H17BFN3O3

The molecule C19H17BFN3O3 (the ωB97M-V functional and the def2-TZVPD basis, the OMol25 dataset).

- E_HOMO: -8.21 eV
- Net charge: 0
- Energy relative to the best compared isomer or geometry (same formula, charge and spin): 0.322 eV
- Orbital gap: 0.313 Eh
- SMILES: O=C(Nc1ccc(F)cc1)c1ccc(NCc2ccccc2B(O)O)nc1

```
44
C19H17BFN3O3 | the OMol25 dataset | the ωB97M-V functional and the def2-TZVPD basis
O -3.0330 0.6371 2.8145
C -1.9203 0.2686 2.5105
N -0.9246 0.1350 3.4626
C -1.1547 0.1287 4.8300
C -0.2430 -0.4510 5.6865
C -0.5267 -0.5999 7.0241
C -1.7093 -0.1067 7.5486
F -1.9935 -0.2374 8.8694
C -2.5730 0.5792 6.7083
C -2.3146 0.6758 5.3716
C -1.6091 0.0284 1.0994
C -2.1631 0.8731 0.1858
C -1.8775 0.6519 -1.1139
C -1.0050 -0.3783 -1.4744
N -0.5446 -0.4419 -2.8029
C 0.5502 -1.3146 -3.1793
C 1.8180 -0.5821 -3.4129
C 2.9588 -0.7814 -2.6563
C 4.1486 -0.1574 -2.9853
C 4.2240 0.6162 -4.1231
C 3.0763 0.8860 -4.8155
C 1.8828 0.3410 -4.4518
B 0.6703 0.6339 -5.3339
O 0.2463 -0.1949 -6.3682
O -0.0872 1.7704 -5.0607
N -0.4363 -1.2058 -0.5982
C -0.7496 -1.0014 0.6653
H -0.0516 -0.2915 3.1464
H 0.6153 -0.9093 5.2487
H 0.1175 -1.1415 7.6616
H -3.4810 0.9733 7.1076
H -3.0313 1.1756 4.7317
H -2.8425 1.6393 0.5231
H -2.2790 1.2451 -1.8887
H -0.5755 0.4122 -3.4437
H 0.6869 -2.0954 -2.4284
H 0.2455 -1.8499 -4.0824
H 2.9598 -1.3546 -1.7098
H 5.0562 -0.3231 -2.4551
H 5.1386 1.0883 -4.3765
H 3.1249 1.5013 -5.7101
H 0.6888 -1.0561 -6.4383
H -0.8343 1.8468 -5.6785
H -0.2484 -1.6329 1.3923
```

Population analysis type Löwdin, resulting atomic charges in e:
1. O 0.070
2. C -0.419
3. N 0.140
4. C -0.237
5. C -0.026
6. C -0.013
7. C -0.265
8. F 0.050
9. C -0.005
10. C -0.009
11. C -0.145
12. C -0.013
13. C -0.001
14. C -0.283
15. N 0.057
16. C -0.160
17. C -0.169
18. C -0.022
19. C -0.074
20. C -0.076
21. C -0.042
22. C -0.080
23. B -0.633
24. O 0.166
25. O 0.155
26. N 0.126
27. C -0.072
28. H 0.142
29. H 0.107
30. H 0.106
31. H 0.115
32. H 0.107
33. H 0.131
34. H 0.105
35. H 0.138
36. H 0.115
37. H 0.121
38. H 0.126
39. H 0.097
40. H 0.098
41. H 0.125
42. H 0.116
43. H 0.120
44. H 0.114

4.
# C4H6N4

The molecule C4H6N4 (the ωB97M-V functional and the def2-TZVPD basis, the OMol25 dataset).

- E_HOMO: -8.52 eV
- Net charge: 0
- Energy relative to the best compared isomer or geometry (same formula, charge and spin): 2.079 eV
- Orbital gap: 0.327 Eh
- SMILES: [H]/N=C(N)\C(C#N)=C/N

```
14
C4H6N4 | the OMol25 dataset | the ωB97M-V functional and the def2-TZVPD basis
H 0.8864 -2.1772 -0.9744
N -0.0215 -2.2115 -0.6057
C -0.2087 -1.0801 0.0588
N -1.5415 -0.8368 0.4512
C 0.8312 0.0259 0.0268
C 2.2669 -0.1427 0.0300
N 3.3786 -0.3220 0.2022
C 0.4468 1.3709 -0.0773
N -0.7974 1.6871 -0.3937
H -1.5825 -0.6914 1.4479
H -2.1770 -1.6277 0.3784
H 1.1089 2.3199 0.0147
H -1.4624 0.8844 -0.3849
H -1.1278 2.8014 -0.1741
```

Population analysis type Löwdin, resulting atomic charges in e:
1. H 0.006
2. N 0.129
3. C -0.398
4. N 0.057
5. C -0.189
6. C -0.248
7. N 0.136
8. C -0.178
9. N 0.042
10. H 0.097
11. H 0.103
12. H 0.160
13. H 0.076
14. H 0.208